15
Properties=species:S:1:pos:R:3:forces:R:3 method="wB97M-V/def2-TZVPD" e_above_lowest_kj_mol=109.5 orbital_gap_ha=0.37049 e_lumo_ev=0.69 homo_energy_ev=-9.388 smiles="NC(=O)CNCO" charge=0
O -2.6425 -1.2029 -0.7677 0.32 0.32 -0.04
O 1.5468 1.7716 1.4113 0.52 0.96 0.33
N -0.5090 -1.8665 -1.1883 -0.57 0.81 -0.05
N 0.5723 0.4471 -0.2321 -1.42 0.76 -0.21
C -1.4520 -0.9506 -0.7661 -0.20 -0.33 0.20
C 1.1248 0.4719 1.1145 0.08 -0.68 0.08
C -0.9218 0.4078 -0.2706 0.50 -1.55 0.27
H -1.3228 0.5418 0.7345 -0.26 0.20 -0.08
H 0.3541 0.1695 1.8284 -0.08 -0.03 0.04
H 0.3872 -1.4410 -1.3553 0.29 -0.07 -0.11
H -0.8916 -2.4494 -1.9159 0.19 -0.36 0.10
H 0.7525 1.3702 -0.5932 0.73 0.12 -0.29
H -1.3755 1.1259 -0.9502 0.25 0.27 0.06
H 2.4513 1.8685 1.7572 -0.62 -0.57 -0.29
H 1.9263 -0.2637 1.1935 0.26 0.15 -0.01